w.
The molecule C6H12N2O3, computed with ωB97M-V with the def2-TZVPD basis set.

Results
Lowest unoccupied orbital energy = 0.57 eV
SMILES = CC(=O)C(C)(C)OC(=O)NN
Kohn-Sham gap = 0.3687 hartree
Charge = 0

Bonds (Å) are listed after each position.
CARTESIAN COORDINATES (ANGSTROEM)
1 C -1.9648 0.6411 0.0386  N7 1.372, O9 1.205, O10 1.362
2 C 0.5782 0.8138 0.1377  C3 1.553, C4 1.535, C5 1.516, O10 1.537
3 C 1.2737 -0.4505 0.7119  C2 1.553, C6 1.469, O11 1.196
4 C 0.8175 1.1261 -1.3457  C2 1.535, H12 1.057, H13 1.038, H14 1.207
5 C 0.6387 2.0247 1.0484  C2 1.516, H15 1.078, H16 1.137, H17 1.055
6 C 1.7516 -1.4094 -0.2929  C3 1.469, H18 1.058, H19 1.146, H20 1.081
7 N -2.8473 -0.3697 0.3252  C1 1.372, N8 1.359, H21 0.998
8 N -2.3053 -1.6080 0.4632  N7 1.359, H22 1.046, H23 0.995
9 O -2.2461 1.8092 -0.0557  C1 1.205
10 O -0.7514 0.0468 0.2108  C1 1.362, C2 1.537
11 O 1.2843 -0.6824 1.8849  C3 1.196
12 H 0.6617 0.2478 -1.9119  C4 1.057
13 H 1.7430 1.5811 -1.4647  C4 1.038
14 H -0.1495 1.8449 -1.4119  C4 1.207
15 H 0.0643 2.8667 0.6979  C5 1.078
16 H 1.7605 2.2032 0.9977  C5 1.137
17 H 0.3155 1.6818 1.9920  C5 1.055
18 H 2.1427 -0.9829 -1.1787  C6 1.058
19 H 0.8012 -1.8869 -0.7192  C6 1.146
20 H 2.5155 -2.0212 0.1651  C6 1.081
21 H -3.8316 -0.4096 0.1669  N7 0.998
22 H -1.6861 -1.6065 1.3062  N8 1.046
23 H -1.7484 -2.0041 -0.2600  N8 0.995

=====

x.
The molecule C6H12N2O3, computed with ωB97M-V with the def2-TZVPD basis set.

Results
Lowest unoccupied orbital energy = 0.78 eV
SMILES = CCOC(=O)N(C)C(=O)NC
Kohn-Sham gap = 0.3903 hartree
Charge = 0

Bonds (Å) are listed after each position.
CARTESIAN COORDINATES (ANGSTROEM)
1 C 0.9567 -1.9219 0.3047  N7 1.377, N8 1.460, O9 1.230
2 C -0.9799 -3.2478 -0.6358  N7 1.484, H12 1.076, H13 1.125, H23 1.136
3 C 0.0143 0.4364 0.6988  N8 1.413, O10 1.205, O11 1.350
4 C 0.1141 3.5768 1.2743  C6 1.554, H14 1.084, H15 1.070, H16 1.072
5 C 0.8640 -0.3346 -1.4887  N8 1.476, H17 1.126, H18 1.047, H19 1.086
6 C -0.7913 2.7096 0.3557  C4 1.554, O11 1.415, H20 1.190, H21 1.090
7 N 0.4651 -2.9599 -0.4549  C1 1.377, C2 1.484, H22 0.990
8 N 0.3920 -0.6468 -0.1258  C1 1.460, C3 1.413, C5 1.476
9 O 1.7121 -2.0111 1.2709  C1 1.230
10 O -0.2691 0.4291 1.8704  C3 1.205
11 O -0.1409 1.5300 -0.0772  C3 1.350, C6 1.415
12 H -1.5714 -2.3601 -0.7755  C2 1.076
13 H -1.1521 -3.9830 -1.4698  C2 1.125
14 H 0.4614 2.7848 1.9281  C4 1.084
15 H 0.9592 3.9886 0.7635  C4 1.070
16 H -0.3702 4.3661 1.8148  C4 1.072
17 H 0.1949 0.5103 -1.8135  C5 1.126
18 H 1.8801 -0.0910 -1.4292  C5 1.047
19 H 0.6934 -1.1080 -2.2314  C5 1.086
20 H -1.0692 3.3113 -0.6328  C6 1.190
21 H -1.7337 2.5186 0.8684  C6 1.090
22 H 0.8811 -3.8442 -0.2984  N7 0.990
23 H -1.5104 -3.6531 0.2834  C2 1.136

=====

The most stable arrangement is x, and the next structure is 34.0 kcal/mol less stable.